1) Here is an isolated molecule of C2H2F2S2 from OMol25. Energies are from the ωB97M-V functional and the def2-TZVPD basis.

Structure (XYZ):
```
8
Properties=species:S:1:pos:R:3
F 1.107 -1.274 0.884
C 0.651 -0.716 -0.293
F 1.587 0.171 -0.891
C -0.588 0.100 0.023
S -2.134 -0.425 -0.206
S 0.007 1.803 0.177
H 0.442 -1.553 -0.843
H -1.072 1.894 1.149
```

Properties
Kohn-Sham gap = 8.2571 eV
SMILES = FC(F)C(=S)S
HOMO = -9.5 eV

---

2) Here is an isolated molecule of C2H2F2S2 from OMol25. Energies are from the ωB97M-V functional and the def2-TZVPD basis.

Structure (XYZ):
```
8
Properties=species:S:1:pos:R:3
F 1.673 0.443 -0.553
C 0.880 -0.543 -0.256
F 1.307 -1.062 0.901
C -0.497 0.004 -0.045
S -1.842 -0.952 -0.094
S -0.584 1.705 0.222
H 0.830 -1.284 -0.996
H -1.766 1.689 0.820
```

Properties
Kohn-Sham gap = 8.3006 eV
SMILES = FC(F)C(=S)S
HOMO = -9.2 eV

---

Least stable structure: 1)

---

1) Here is a cluster of 2 separate species, C3H4ClFO in total from OMol25. Energies are from the ωB97M-V functional and the def2-TZVPD basis.

Structure (XYZ):
```
10
Properties=species:S:1:pos:R:3
C 0.936 0.545 -0.092
C -0.545 0.461 -0.057
C -1.293 -0.636 -0.220
H 2.298 -1.006 0.850
H 1.135 1.196 -0.948
H 1.333 0.809 0.782
H -0.970 -1.723 -0.024
O 1.390 -0.921 -0.186
F -1.243 1.607 -0.062
Cl -3.041 -0.331 -0.042
```

Properties
Kohn-Sham gap = 8.9085 eV
HOMO = -9.4 eV

---

2) Here is an isolated molecule of C3H4ClFO from OMol25. Energies are from the ωB97M-V functional and the def2-TZVPD basis.

Structure (XYZ):
```
10
Properties=species:S:1:pos:R:3
C 0.974 -0.940 -0.041
C 0.373 0.469 -0.233
O 1.084 1.298 -0.679
C -1.168 0.755 0.227
F -1.381 2.112 -0.137
Cl -2.243 -0.398 -0.456
H 0.388 -1.840 0.122
H 1.640 -0.764 0.750
H 1.673 -1.285 -0.781
H -1.340 0.593 1.228
```

Properties
Kohn-Sham gap = 10.8970 eV
SMILES = CC(=O)[C@@H](F)Cl
HOMO = -10.2 eV

---

Least stable structure: 1)

---

1) Here is a cluster of 2 separate species, C3H4ClFO in total from OMol25. Energies are from the ωB97M-V functional and the def2-TZVPD basis.

Structure (XYZ):
```
10
Properties=species:S:1:pos:R:3
C 1.592 0.454 0.928
C -0.627 0.622 -0.390
C -1.042 -0.806 -0.497
O 1.825 -0.684 1.149
F -0.864 -1.248 -1.808
Cl 2.457 1.867 1.336
H -0.938 1.131 0.390
H 0.129 1.049 -1.006
H -0.457 -1.516 0.006
H -2.075 -0.869 -0.107
```

Properties
Kohn-Sham gap (spin up / spin down) = 8.7854 / 7.9657 eV
HOMO (spin up / spin down) = -9.0 / -8.9 eV

---

2) Here is an isolated molecule of C3H4ClFO from OMol25. Energies are from the ωB97M-V functional and the def2-TZVPD basis.

Structure (XYZ):
```
10
Properties=species:S:1:pos:R:3
O -1.337 -1.160 0.075
C -0.881 0.173 0.085
C 0.444 0.598 -0.067
C 1.586 -0.137 -0.117
F 2.917 0.267 0.039
Cl 1.498 -1.748 0.033
H -2.233 -1.145 -0.690
H -1.154 0.564 1.035
H -1.545 0.900 -0.571
H 0.706 1.689 0.177
```

Properties
Kohn-Sham gap = 9.1993 eV
SMILES = OC/C=C(/F)Cl
HOMO = -8.9 eV

---

Least stable structure: 1)

---

1) Here is the ion C4H9N6O2 with charge +1 from OMol25. Energies are from the ωB97M-V functional and the def2-TZVPD basis.

Structure (XYZ):
```
21
Properties=species:S:1:pos:R:3
N 1.994 -0.771 0.379
C 0.819 -1.463 0.114
N 0.847 -2.880 -0.150
C -0.329 -0.830 -0.059
N -1.560 -1.405 -0.187
N -2.582 -0.613 -0.158
O -3.729 -0.871 0.019
O -2.113 0.740 -0.031
C -0.702 0.657 0.021
C 0.007 1.884 -0.019
N 1.352 2.051 -0.197
N -0.708 3.039 0.052
H 1.922 -0.147 1.064
H 2.797 -1.356 0.392
H 0.203 -3.208 -0.856
H 1.700 -3.532 0.076
H -1.710 -2.443 0.004
H 1.657 2.993 -0.236
H 2.141 1.387 -0.368
H -1.630 2.812 0.418
H -0.375 3.957 -0.277
```

Properties
Net charge = +1
Kohn-Sham gap (spin up / spin down) = 5.5424 / 5.5415 eV
SMILES = NC(N)=c1[nH][n+](=O)oc1=C(N)N
HOMO (spin up / spin down) = -10.5 / -10.5 eV

---

2) Here is a structure of composition C4H9N6O2 from OMol25. Energies are from the ωB97M-V functional and the def2-TZVPD basis.

Structure (XYZ):
```
21
Properties=species:S:1:pos:R:3
C -1.394 -0.723 -1.510
C 0.961 -1.200 1.711
C -0.694 0.078 0.549
C 0.548 -0.274 -0.419
N -1.722 -0.333 -0.226
N -0.275 -0.614 1.754
N -0.027 -0.728 -1.545
N 1.417 -0.992 0.296
N -0.706 1.566 0.690
N 1.321 1.403 -0.867
O -2.108 -0.963 -2.454
O 1.594 -1.826 2.534
H -2.723 -0.278 0.030
H -0.900 -0.839 2.500
H 0.474 -0.936 -2.452
H 2.063 -1.558 -0.149
H -1.802 1.757 0.843
H -0.110 1.754 1.513
H 2.235 1.516 -0.575
H 0.517 1.884 -0.256
H 1.331 1.303 -1.968
```

Properties
Net charge = +1
Kohn-Sham gap = 11.1617 eV
HOMO = -14.5 eV

---

Least stable structure: 1)

---

1) Here is an isolated molecule of C5H5FS2 from OMol25. Energies are from the ωB97M-V functional and the def2-TZVPD basis.

Structure (XYZ):
```
13
Properties=species:S:1:pos:R:3
F -0.330 -2.172 0.165
C -1.052 -1.362 1.059
C -0.397 -0.658 2.095
C 0.909 -0.220 2.160
C 1.779 -0.103 1.048
S 0.952 -0.129 -0.639
C -0.354 1.302 -0.719
S -1.152 1.728 -2.096
H -2.052 -1.582 1.096
H -1.074 -0.087 2.809
H 1.526 -0.098 3.092
H 2.842 0.221 1.065
H -0.378 1.749 0.353
```

Properties
Kohn-Sham gap = 7.8959 eV
SMILES = F/C=C\C=C/SC=S
HOMO = -8.5 eV

---

2) Here is an isolated molecule of C5H5FS2 from OMol25. Energies are from the ωB97M-V functional and the def2-TZVPD basis.

Structure (XYZ):
```
13
Properties=species:S:1:pos:R:3
C -1.762 -0.062 1.051
C -0.951 0.307 0.059
F -1.332 1.318 -0.769
C 0.373 -0.289 -0.280
C 0.394 -1.548 -0.746
C 1.642 0.469 -0.060
S 3.082 -0.264 0.197
S 1.597 2.219 -0.020
H -1.451 -0.839 1.684
H -2.711 0.418 1.162
H -0.523 -2.093 -0.923
H 1.361 -2.033 -0.999
H 0.282 2.397 -0.357
```

Properties
Kohn-Sham gap = 8.0252 eV
SMILES = C=C(F)C(=C)C(=S)S
HOMO = -8.9 eV

---

Least stable structure: 1)